Version i
Entry from OMol25: 21 unconnected molecules or ions with the total composition H42O21 (ωB97M-V with the def2-TZVPD basis set).

CARTESIAN COORDINATES (ANGSTROEM)
O1 -1.778 -6.479 1.195
O2 -0.583 0.818 -5.431
O3 3.400 2.454 2.213
O4 0.171 -4.510 -2.392
O5 0.003 -0.797 -0.622
O6 -1.175 -3.201 2.726
O7 -2.290 -4.271 -3.437
O8 0.164 3.248 1.357
O9 -3.115 1.843 3.398
O10 -2.139 1.426 -1.866
O11 3.912 -0.016 1.415
O12 0.571 3.506 -1.870
O13 0.350 -0.825 -3.461
O14 4.368 1.519 -1.537
O15 -2.933 4.326 0.182
O16 2.764 3.555 -0.045
O17 -5.117 1.939 0.113
O18 -1.987 1.358 0.801
O19 0.193 -4.017 0.604
O20 -0.812 3.298 4.053
O21 2.592 -4.604 1.702
H1 -1.605 -5.880 1.922
H2 3.731 2.931 2.974
H3 -2.004 4.097 0.161
H4 -0.227 3.329 3.297
H5 -3.231 4.205 -0.719
H6 1.269 3.303 -1.248
H7 -2.456 2.438 3.756
H8 -0.333 -3.830 1.382
H9 2.700 -5.116 2.503
H10 0.214 -4.261 -1.469
H11 4.966 1.965 -2.136
H12 0.817 -1.633 -3.673
H13 -2.030 -3.240 2.297
H14 0.134 1.123 -5.987
H15 -1.368 -3.315 3.657
H16 -0.031 2.628 0.654
H17 0.360 -0.134 -0.032
H18 3.746 2.196 -1.269
H19 1.106 3.402 1.286
H20 4.100 -0.159 0.487
H21 -4.170 1.831 0.022
H22 -5.269 1.936 1.057
H23 -0.228 3.347 4.810
H24 1.089 -4.094 0.932
H25 -3.023 1.510 -2.223
H26 3.145 3.217 0.765
H27 0.131 -1.625 -0.159
H28 -1.428 -4.451 -3.064
H29 0.530 -5.397 -2.418
H30 -3.000 1.901 2.450
H31 -1.563 1.591 -2.613
H32 -1.626 0.485 0.952
H33 4.099 -0.858 1.830
H34 -2.246 -4.621 -4.326
H35 2.807 4.507 0.048
H36 -0.154 0.310 -4.742
H37 -2.185 1.377 -0.136
H38 3.444 -4.654 1.268
H39 0.393 -0.766 -2.506
H40 0.376 4.431 -1.720
H41 3.693 1.553 2.348
H42 -1.232 -6.152 0.480

Summary:
- Frontier orbital gap: 9.04 eV
- M: 378.3 g/mol

---

Version ii
Entry from OMol25: 21 unconnected molecules or ions with the total composition H42O21 (ωB97M-V with the def2-TZVPD basis set).

CARTESIAN COORDINATES (ANGSTROEM)
O1 -1.919 2.535 -1.355
O2 -0.598 -3.904 3.538
O3 -1.105 0.141 -4.001
O4 2.512 1.564 0.199
O5 0.189 0.901 -0.657
O6 -2.833 3.967 1.378
O7 3.130 -0.930 1.912
O8 -1.110 2.442 2.182
O9 1.532 -0.928 -4.262
O10 -1.275 -2.037 1.878
O11 -4.100 2.018 -2.587
O12 -2.395 -0.194 -1.197
O13 2.838 0.727 -2.230
O14 -3.762 -2.374 -0.688
O15 1.662 -3.409 2.641
O16 1.436 -2.283 -0.571
O17 -1.061 -1.998 -2.437
O18 -2.154 0.497 3.268
O19 -0.034 1.143 4.536
O20 3.725 3.728 0.015
O21 4.758 0.464 -0.291
H1 -0.225 0.091 -3.907
H2 -2.027 0.575 -0.957
H3 1.233 -3.090 -0.883
H4 0.219 0.376 4.130
H5 2.346 1.515 -1.926
H6 2.640 1.065 1.085
H7 3.903 0.022 -0.822
H8 -2.615 0.137 2.502
H9 -4.478 -2.504 -1.205
H10 -1.136 1.428 2.200
H11 -4.264 1.584 -1.810
H12 -1.665 -2.582 1.307
H13 -2.902 2.753 -1.243
H14 -3.970 1.207 -3.212
H15 -3.198 -1.475 -0.853
H16 3.573 1.197 -1.993
H17 1.467 -4.479 2.655
H18 -1.885 -0.311 3.690
H19 3.505 3.999 -0.837
H20 1.267 1.186 -0.424
H21 -0.474 -3.280 2.897
H22 -0.632 2.572 1.466
H23 -0.497 -2.263 -1.710
H24 -1.613 -0.775 -1.408
H25 2.404 -2.143 -0.689
H26 -1.456 -0.728 -3.974
H27 -0.913 1.400 4.154
H28 -1.262 -4.464 3.240
H29 -1.713 -2.738 -2.631
H30 -0.914 -1.342 1.362
H31 2.143 -0.295 -3.982
H32 1.146 -3.089 3.430
H33 -1.713 2.922 -2.275
H34 5.074 -0.199 0.240
H35 3.683 -1.416 2.565
H36 -3.278 3.622 0.550
H37 4.486 3.260 -0.231
H38 2.610 -1.712 1.371
H39 1.366 -1.610 -3.468
H40 -0.279 1.676 -1.051
H41 -2.138 3.446 1.387
H42 2.748 2.391 -0.012

Summary:
- Frontier orbital gap: 9.61 eV
- M: 378.3 g/mol

---

The data favor version i; the next most stable structure lies 773.2 kJ/mol above it.

---

Version i
Entry from OMol25: 2 unconnected molecules or ions with the total composition C5H5NS2 (ωB97M-V with the def2-TZVPD basis set).

CARTESIAN COORDINATES (ANGSTROEM)
S1 0.079 -3.483 0.734
S2 -0.731 1.446 -0.654
N1 2.836 0.609 -0.915
C1 -0.396 -0.070 0.187
C2 -0.894 -1.165 -0.647
C3 0.811 2.278 0.195
C4 -1.261 -2.603 0.106
C5 2.056 1.410 -0.405
H1 -2.650 -3.024 0.188
H2 0.119 0.027 1.327
H3 -1.696 -1.144 -1.508
H4 0.781 2.296 1.333
H5 0.946 3.423 0.058

Summary:
- Frontier orbital gap: 7.92 eV
- M: 143.2 g/mol

---

Version ii
Entry from OMol25: a single C5H5NS2 molecule (ωB97M-V with the def2-TZVPD basis set).

CARTESIAN COORDINATES (ANGSTROEM)
S1 -0.942 -0.681 2.690
S2 1.136 2.063 -0.889
N1 -0.057 -0.421 0.064
C1 0.005 -0.203 -2.147
C2 -0.311 -1.505 -1.802
C3 -0.443 -1.629 -0.449
C4 0.344 0.432 -1.029
C5 -0.322 0.054 1.359
H1 -0.421 -2.333 -2.510
H2 0.327 0.044 -3.092
H3 2.449 1.591 -0.668
H4 0.003 1.080 1.265
H5 -0.705 -2.434 0.140

Summary:
- Frontier orbital gap: 8.54 eV
- SMILES: S=Cn1cccc1S
- M: 143.2 g/mol

---

Version iii
Entry from OMol25: a single C5H5NS2 molecule (ωB97M-V with the def2-TZVPD basis set).

CARTESIAN COORDINATES (ANGSTROEM)
S1 0.100 0.980 2.205
S2 -1.830 -0.537 0.373
N1 -0.263 -1.106 -1.815
C1 0.772 0.198 -0.388
C2 -0.425 -0.536 -0.576
C3 1.579 0.037 -1.522
C4 0.972 1.052 0.664
C5 1.028 -0.795 -2.371
H1 2.509 0.627 -1.557
H2 1.006 1.746 2.821
H3 1.914 1.654 0.754
H4 -0.791 -1.987 -2.077
H5 1.325 -1.114 -3.331

Summary:
- Frontier orbital gap: 7.17 eV
- SMILES: S=C1NC=C/C1=C/S
- M: 143.2 g/mol

---

Version iv
Entry from OMol25: a molecular structure, C5H5NS2 (ωB97M-V with the def2-TZVPD basis set).

CARTESIAN COORDINATES (ANGSTROEM)
S1 0.502 -1.143 -4.054
S2 -1.563 1.207 0.482
N1 0.188 0.191 -1.845
C1 0.016 0.076 2.184
C2 0.588 -0.243 0.939
C3 -0.985 0.994 2.137
C4 0.572 -0.962 -2.414
C5 -0.226 0.254 -0.048
H1 1.034 -1.671 -1.894
H2 -1.601 1.535 2.779
H3 -0.512 0.821 -2.179
H4 0.465 -0.252 3.197
H5 1.523 -0.807 0.716

Summary:
- Frontier orbital gap: 8.68 eV
- M: 143.2 g/mol

---

The data favor version iii; the next most stable structure lies 22.4 kJ/mol above it.

---

Version i
Entry from OMol25: 2 unconnected molecules or ions with the total composition CH6N2O (ωB97M-V with the def2-TZVPD basis set).

CARTESIAN COORDINATES (ANGSTROEM)
O1 -0.198 -2.442 -1.538
N1 -0.986 0.682 0.330
N2 0.894 0.950 1.561
C1 0.295 1.124 0.450
H1 -1.509 0.787 -0.524
H2 1.893 1.109 1.567
H3 -0.205 -1.507 -1.735
H4 0.356 -2.369 -0.745
H5 0.792 1.657 -0.361
H6 -1.330 0.009 0.993

Summary:
- Frontier orbital gap: 10.08 eV
- SMILES: [H]/N=C/N.O
- M: 62.1 g/mol

---

Version ii
Entry from OMol25: 2 unconnected molecules or ions with the total composition CH6N2O (ωB97M-V with the def2-TZVPD basis set).

CARTESIAN COORDINATES (ANGSTROEM)
O1 -1.093 0.404 1.386
N1 -1.723 -0.504 2.025
N2 -0.148 0.043 0.558
C1 0.409 1.258 -0.016
H1 -2.206 -1.155 -0.585
H2 0.853 1.910 0.633
H3 -2.701 -1.171 -0.030
H4 -0.492 1.873 -0.485
H5 1.031 1.046 -0.863
H6 -2.549 -0.103 2.455

Summary:
- Frontier orbital gap (alpha / beta): 9.53 / 9.54 eV
- M: 62.1 g/mol

---

Version iii
Entry from OMol25: 2 unconnected molecules or ions with the total composition CH6N2O (ωB97M-V with the def2-TZVPD basis set).

CARTESIAN COORDINATES (ANGSTROEM)
O1 -1.474 1.151 0.661
N1 -0.863 -0.496 -0.838
N2 1.773 0.191 0.313
C1 -1.690 0.180 -0.017
H1 1.206 0.671 0.985
H2 -1.115 -1.463 -0.978
H3 2.441 0.867 -0.021
H4 0.147 -0.360 -0.919
H5 2.278 -0.486 0.844
H6 -2.704 -0.255 -0.030

Summary:
- Frontier orbital gap: 10.76 eV
- SMILES: NC=O.N
- M: 62.1 g/mol

---

Version iv
Entry from OMol25: 2 unconnected molecules or ions with the total composition CH6N2O (ωB97M-V with the def2-TZVPD basis set).

CARTESIAN COORDINATES (ANGSTROEM)
O1 -1.152 -3.955 -1.024
N1 -0.600 -2.919 -1.244
N2 -0.595 -0.202 0.510
C1 0.502 0.559 -0.118
H1 -0.283 -2.432 -0.338
H2 0.955 1.196 0.571
H3 0.198 0.930 -1.089
H4 -1.357 0.443 0.742
H5 1.245 -0.105 -0.342
H6 -0.183 -0.431 1.398

Summary:
- Frontier orbital gap: 9.20 eV
- SMILES: N=O.CN
- M: 62.1 g/mol

---

The data favor version iii; the next most stable structure lies 75.6 kJ/mol above it.